Below is a cluster of 15 separate species, C46H130N8O15 in total at a distorted geometry, with properties calculated with ωB97M-V/def2-TZVPD.

```
! RIJCOSX wB97M-V def2-TZVPD def2/J DEFGRID3
* xyz 0 1
C -1.1561 -3.8786 4.1592
C 0.2297 -3.8147 4.8309
C 0.8006 -5.2622 4.7587
O 2.1317 -5.3918 5.2612
C 2.8866 -6.3709 4.5968
N 1.1319 -2.8628 4.2957
H -1.7614 -4.5391 4.7993
H -1.0220 -4.3103 3.1718
H -1.6153 -2.9170 4.1450
H 0.0950 -3.5179 5.8568
H 0.9010 -5.4345 3.6560
H 0.0674 -6.0337 5.1105
H 3.7702 -6.6003 5.1714
H 3.1604 -5.8958 3.6587
H 2.2450 -7.2306 4.4228
H 2.0646 -2.9453 4.7005
H 1.2687 -2.9336 3.2736
C -2.3212 2.0522 -3.4720
C -2.0942 1.6309 -4.9290
C -3.2896 0.8562 -5.4491
O -3.2473 -0.3573 -4.7251
C -4.3313 -1.2433 -5.1588
N -1.8575 2.8478 -5.7284
H -2.4835 1.2008 -2.8250
H -3.1387 2.7674 -3.4026
H -1.3731 2.5218 -3.1374
H -1.2425 0.9749 -5.0049
H -3.1741 0.7510 -6.5392
H -4.2225 1.4178 -5.3176
H -4.1750 -1.4541 -6.2395
H -5.3047 -0.8042 -4.9816
H -4.1775 -2.2080 -4.6643
H -1.5044 2.7530 -6.6737
H -1.1035 3.4211 -5.3002
C 1.4547 1.5763 -3.9368
C 1.8983 3.0435 -3.9364
C 3.4433 3.2507 -3.9632
O 3.9231 2.9692 -5.2821
C 5.3141 3.2975 -5.4763
N 1.2815 3.8543 -4.9830
H 0.3868 1.6859 -4.0722
H 1.6360 1.0291 -3.0085
H 1.8295 0.9914 -4.7731
H 1.6267 3.5023 -2.9873
H 3.9678 2.6225 -3.1991
H 3.6458 4.3126 -3.7772
H 5.9295 2.8245 -4.7348
H 5.4619 4.3747 -5.4736
H 5.6565 3.0205 -6.4781
H 1.5354 4.8603 -4.8655
H 1.7027 3.6810 -5.8723
C 2.3919 -3.4080 -1.1794
C 1.9949 -3.5458 -2.6350
C 1.0707 -2.4373 -3.2063
O -0.0470 -2.3760 -2.4111
C -1.0682 -1.4545 -2.8760
N 3.2406 -3.6165 -3.4111
H 2.9545 -4.2919 -0.7963
H 1.6137 -3.2440 -0.4603
H 3.1564 -2.5824 -1.1479
H 1.4604 -4.4967 -2.7780
H 0.8376 -2.7689 -4.2324
H 1.5654 -1.4477 -3.2715
H -1.3341 -1.7310 -3.9092
H -0.6345 -0.4400 -2.9588
H -1.9597 -1.5490 -2.2583
H 3.7105 -4.4528 -3.0973
H 3.7857 -2.7678 -3.2236
C 7.2866 1.1314 -2.1216
C 6.7700 1.5770 -0.7837
C 6.0406 0.4414 -0.0043
O 4.9223 -0.1221 -0.7501
C 3.6632 0.4852 -0.3301
N 7.8381 2.1034 0.0352
H 6.5606 0.5602 -2.6610
H 8.1009 0.4289 -1.9889
H 7.6137 1.9431 -2.8140
H 6.0053 2.3965 -0.9346
H 5.7470 0.6724 1.0277
H 6.7556 -0.3483 0.0323
H 2.9351 0.4250 -1.1309
H 3.8727 1.5647 -0.1764
H 3.1605 -0.0707 0.4855
H 8.5557 1.4502 0.2576
H 7.4492 2.3862 0.9081
C -2.8250 1.3843 3.7501
C -2.8230 0.9970 5.1588
C -2.7642 -0.5087 5.4964
O -2.9714 -0.6654 6.8674
C -2.6690 -1.9132 7.4087
N -1.8406 1.7755 5.8903
H -1.9223 1.0700 3.2714
H -2.8715 2.4727 3.5798
H -3.6530 0.8982 3.1752
H -3.7923 1.3566 5.5305
H -1.7914 -0.8836 5.2048
H -3.5413 -1.1032 4.8829
H -1.6308 -2.2372 7.4840
H -3.2152 -2.6959 6.9304
H -3.0417 -1.8932 8.4291
H -0.9088 1.5362 5.5997
H -1.8872 1.6599 6.8798
C -1.8797 -2.2052 1.0205
C -0.5934 -1.5402 0.5341
C -0.8047 -0.0747 0.1997
O 0.4080 0.6582 -0.0203
C 0.1906 2.0796 -0.1468
N 0.4476 -1.7108 1.5485
H -2.2036 -1.8077 1.9802
H -1.7268 -3.2849 1.0924
H -2.6360 -2.1652 0.2576
H -0.3853 -2.0426 -0.4340
H -1.2921 0.4117 1.0698
H -1.5209 0.1487 -0.6199
H -0.3942 2.2513 -1.0534
H 1.2157 2.4650 -0.1952
H -0.3273 2.4471 0.7337
H 0.4599 -0.8743 2.1569
H 1.3829 -1.7864 1.1269
C -4.4428 -0.3758 -1.3088
C -5.9502 -0.0325 -1.1244
C -6.8411 -0.5784 -2.1786
O -6.7487 0.1064 -3.4049
C -7.7188 1.1169 -3.6629
N -6.3331 -0.4586 0.2256
H -4.2117 -0.2343 -2.3824
H -4.2044 -1.4070 -1.0908
H -3.7978 0.3015 -0.7713
H -6.0397 1.0440 -1.2979
H -7.8820 -0.5145 -1.8604
H -6.5747 -1.6135 -2.4316
H -7.3337 1.7648 -4.4278
H -8.0048 1.6857 -2.7894
H -8.6322 0.6229 -4.0567
H -7.3160 -0.7083 0.1622
H -6.1222 0.2288 0.9148
C 4.5804 -2.7098 1.7670
C 5.2503 -2.3091 3.0175
O 4.7728 -3.3005 3.9779
H 3.5185 -2.6369 1.9350
H 4.9083 -3.6726 1.3172
H 4.9089 -2.0325 1.0061
H 4.9346 -1.3381 3.4369
H 6.3304 -2.2898 2.9713
H 4.9143 -2.8858 4.8279
C -2.6569 5.0217 0.8783
C -3.7568 4.0474 1.1589
O -3.1544 2.7351 0.9320
H -1.8490 4.7354 1.5616
H -2.9183 6.0814 0.9906
H -2.3331 4.8309 -0.1643
H -4.6168 4.1683 0.5089
H -4.1129 4.0016 2.2053
H -3.3095 1.9630 1.4890
C 1.9131 1.4988 3.0246
C 2.0377 0.3587 4.0103
O 0.7004 0.0925 4.4559
H 1.2070 1.1933 2.2702
H 2.8711 1.7177 2.5436
H 1.4613 2.3708 3.4447
H 2.6844 0.6394 4.8879
H 2.5237 -0.5172 3.5089
H 0.6149 -0.8991 4.4496
C -0.1615 5.9906 -2.2864
C -1.2063 7.0843 -2.5764
O -0.5972 7.9798 -3.5237
H -0.6226 5.1999 -1.6950
H 0.7830 6.3598 -1.8637
H 0.1962 5.5549 -3.2106
H -1.6040 7.6439 -1.7145
H -2.0241 6.6066 -3.0973
H 0.2079 8.2895 -3.1441
C 4.2391 4.8703 0.5991
C 4.0292 5.3431 -0.8358
O 3.2485 6.5710 -0.8799
H 3.2809 4.6111 1.0800
H 4.7539 5.6019 1.2444
H 4.7520 3.9360 0.4926
H 3.3821 4.6388 -1.3524
H 4.9859 5.5292 -1.3525
H 3.7592 7.1841 -0.3170
C -0.3920 -5.4621 -0.5627
C 0.7016 -6.0027 0.3908
O 1.8616 -6.3867 -0.3349
H -1.1608 -5.1925 0.1411
H -0.7280 -6.2873 -1.2088
H -0.1182 -4.6199 -1.2392
H 0.3570 -6.8766 0.9823
H 0.8436 -5.2020 1.1429
H 2.3758 -6.9581 0.2255
C -5.0079 -3.9866 3.5063
C -5.1855 -3.0044 2.3825
O -6.3900 -3.2957 1.6657
H -5.8202 -3.8109 4.1902
H -4.0643 -3.7457 4.0650
H -5.0652 -5.0307 3.1735
H -4.3646 -3.0906 1.6934
H -5.1172 -1.9805 2.7994
H -6.4576 -2.5936 1.0039
*
```

Properties
relative energy (zero: lowest compared OMol25 entry of this formula, charge and spin): 302.8 kJ/mol
max |F|: 2.818 eV/A
orbital gap: 9.24 eV

Atom charges from the Löwdin analysis, given in e for atoms 1 to 8:
1. C -0.050
2. C -0.426
3. C -0.188
4. O -0.202
5. C -0.106
6. N 0.051
7. H 0.086
8. H 0.068